13
Properties=species:S:1:pos:R:3:forces:R:3 method="wB97M-V/def2-TZVPD" gap_ev=7.496 energy_ev=-35840.779 lumo_ev=-1.469 fmax_ha_per_bohr=0.094 homo_energy_ev=-8.97 relative_energy_ev=3.347
C 2.013 -0.769 1.012 -1.87 1.49 0.74
C 1.275 -0.938 -0.289 -1.11 -2.04 1.55
N 1.034 -0.097 -1.153 0.67 4.41 -1.79
Si -2.153 -0.287 0.730 -0.25 0.15 0.09
I -2.768 1.911 1.860 -0.03 -0.52 -0.36
I -1.971 2.003 -3.045 0.02 0.09 0.52
I -4.267 -1.352 -0.083 0.28 0.37 0.20
H 1.813 -1.555 1.776 0.14 0.63 -0.66
H 3.032 -0.707 0.768 1.64 -0.14 0.00
H 1.722 0.287 1.401 0.46 -1.85 -0.33
H 0.683 -1.837 -0.531 0.77 -0.47 0.68
H -1.882 2.454 -1.480 -0.04 -0.11 -0.44
H 1.470 0.886 -0.967 -0.68 -2.03 -0.19